Record 1
A molecular structure, C4H3FO5Sn, computed with ωB97M-V with the def2-TZVPD basis set.

```
14
Properties=species:S:1:pos:R:3:forces:R:3
C -1.3026 -0.3461 -0.3229 0.030 -0.240 0.907
C -0.4101 -1.1391 0.6363 -0.451 -0.173 0.260
F -2.4586 -0.0011 0.3326 0.218 0.015 -0.015
H -1.5729 -0.9154 -1.2208 0.095 0.098 0.231
H -0.2177 -0.5438 1.5378 -0.070 0.069 -0.093
H -0.9837 -2.0236 0.9402 0.267 0.153 0.037
O 0.7768 -1.6029 0.0327 -0.040 -0.294 -0.178
C 1.9199 -0.8106 -0.0760 -0.783 -3.615 -1.277
O 2.8587 -1.3897 -0.5890 -0.738 1.683 0.934
O 0.0487 2.0988 0.8320 -2.640 1.085 2.749
Sn 1.8089 1.2806 0.3448 4.894 1.775 0.517
O 0.3927 2.6141 -1.2731 -1.214 0.419 0.095
O -0.6193 0.7622 -0.7780 -1.048 -0.101 -2.656
C -0.2407 2.0169 -0.3966 1.479 -0.873 -1.511
```
Positions in Å, forces in eV/Å.

Properties
Largest force on an atom: 0.1017 Eh/bohr
E_LUMO: -1.4 eV

---

Record 2
C4H3FOS2 in the gas phase, computed with ωB97M-V with the def2-TZVPD basis set.

```
11
Properties=species:S:1:pos:R:3:forces:R:3
C -0.5956 -1.7331 0.4186 1.102 0.163 0.181
C -1.0031 -0.6189 -0.1783 0.391 -0.166 0.310
F -2.2417 -0.5687 -0.6753 -0.283 0.023 -0.110
C -0.3022 0.6684 -0.2384 0.228 0.203 -0.132
S -1.1314 2.0582 -0.3993 0.130 -0.128 0.073
C 1.2192 0.7320 -0.1771 0.169 -0.915 -0.254
O 1.7111 1.8671 0.2649 0.259 -0.063 0.036
S 2.2056 -0.4593 -0.7139 -0.417 0.409 0.150
H 0.4240 -1.8459 0.8261 -0.858 0.274 -0.334
H -1.2535 -2.5740 0.4817 -0.336 -0.285 0.006
H 0.9675 2.4742 0.3910 -0.385 0.486 0.075
```
Positions in Å, forces in eV/Å.

Properties
ΔE to the lowest compared entry with this formula, charge and spin: 7.01 kJ/mol
Structure (SMILES): C=C(F)C(=S)C(O)=S
Largest force on an atom: 0.0219 Eh/bohr
E_LUMO: -2.0 eV

---

Record 3
C4H3FS2 in the gas phase, computed with ωB97M-V with the def2-TZVPD basis set.

```
10
Properties=species:S:1:pos:R:3:forces:R:3
C -1.1300 -0.7204 1.3814 3.145 1.455 -3.433
C -0.1740 -0.6413 0.3498 -0.589 0.276 1.623
F 0.4990 -1.8195 -0.1071 -1.628 2.025 0.725
C 0.5279 0.6568 -0.1866 -2.461 -2.668 5.433
S 0.7811 1.6663 1.0531 0.656 0.959 -0.718
C 0.7585 0.7984 -1.5301 3.717 1.550 -2.841
S -0.2421 0.4201 -2.6813 -1.142 -0.462 -1.121
H -1.1861 -1.7438 1.5920 -1.018 -1.270 1.043
H -1.6259 0.1493 1.9116 0.807 -1.460 -1.035
H 1.7916 1.2341 -1.7827 -1.486 -0.406 0.324
```
Positions in Å, forces in eV/Å.

Properties
ΔE to the lowest compared entry with this formula, charge and spin: 254.73 kJ/mol
Structure (SMILES): C=C(F)C(=S)C=S
Largest force on an atom: 0.1271 Eh/bohr
E_LUMO: -2.1 eV

---

Record 4
A molecular structure, C4H3HgLiO6, computed with ωB97M-V with the def2-TZVPD basis set.

```
15
Properties=species:S:1:pos:R:3:forces:R:3
O 3.8126 -1.0333 0.5192 0.155 -0.636 0.103
C 2.9354 -0.1831 0.2598 -3.608 -1.123 0.680
O 3.1264 0.9926 -0.1147 -0.423 0.729 -0.284
O 1.6481 -0.6273 0.4527 1.911 -0.321 -0.153
C 0.6012 0.2428 0.2955 -0.970 0.888 -0.726
O -1.6886 0.6686 0.3795 1.369 0.231 -0.175
C -2.9736 0.2159 0.2422 -1.465 -0.493 -1.232
C -0.6471 -0.2243 0.3171 -0.135 0.074 0.975
O -3.2001 -1.0132 0.2175 0.353 0.082 0.496
O -3.8256 1.1065 0.0354 0.312 -0.052 0.582
H 0.8527 1.2753 0.0551 -0.101 -0.270 0.376
H -0.8990 -1.2743 0.4634 0.014 0.243 -0.137
Hg 5.2712 0.5252 -0.0587 2.453 0.646 -0.303
Li -5.0575 -0.4442 -0.4341 0.486 0.072 -0.128
H -5.9036 -1.0340 -1.7421 -0.351 -0.071 -0.071
```
Positions in Å, forces in eV/Å.

Properties
Charge: -1
ΔE to the lowest compared entry with this formula, charge and spin: 1.61 kJ/mol
Multiplicity: 2
Largest force on an atom: 0.0747 Eh/bohr
E_LUMO (alpha / beta): 1.9 / -0.7 eV

---

Record 5
A molecular structure, C4H3I3, computed with ωB97M-V with the def2-TZVPD basis set.

```
10
Properties=species:S:1:pos:R:3:forces:R:3
C 1.7218 0.0072 -0.9873 4.346 -1.900 -2.540
C 0.7303 0.3416 -0.2392 -6.560 -1.072 2.087
C -0.5210 -0.3484 -0.0110 1.701 0.214 -1.080
C -1.5391 0.1813 0.9714 -1.189 -0.115 0.479
I -0.9589 -2.0927 -1.1836 0.290 1.046 0.751
I -3.3054 -0.8802 1.3524 0.723 0.519 -0.048
I -1.2195 1.8644 2.1762 0.016 -0.715 -0.572
H 2.6194 0.5530 -0.6511 0.031 -0.470 -1.284
H 1.7292 -0.8875 -1.6877 0.220 1.357 1.117
H 0.7431 1.2613 0.2600 0.423 1.136 1.091
```
Positions in Å, forces in eV/Å.

Properties
ΔE to the lowest compared entry with this formula, charge and spin: 0.00 kJ/mol
Multiplicity: 3
Largest force on an atom: 0.1355 Eh/bohr
E_LUMO (alpha / beta): -0.4 / -2.4 eV

---

Record 6
C4H3IO in the gas phase, computed with ωB97M-V with the def2-TZVPD basis set.

```
9
Properties=species:S:1:pos:R:3:forces:R:3
C -1.6677 -1.1126 0.0509 -0.326 -0.180 -0.013
C -0.5122 -0.2737 -0.1454 4.356 2.386 -0.045
C 0.5595 0.3624 -0.2043 0.061 0.095 -0.142
C 2.1766 1.3290 -0.2904 -3.555 -2.058 -0.029
O 2.8506 1.3186 -1.2408 -0.207 -0.035 0.336
I 2.4728 2.3669 1.5102 0.021 -0.062 -0.097
H -1.7019 -1.8847 -0.7170 -0.123 -0.031 0.020
H -2.5778 -0.5174 0.0069 -0.116 -0.080 0.000
H -1.5998 -1.5885 1.0298 -0.112 -0.035 -0.029
```
Positions in Å, forces in eV/Å.

Properties
ΔE to the lowest compared entry with this formula, charge and spin: 85.67 kJ/mol
Structure (SMILES): CC#CC(=O)I
Largest force on an atom: 0.0966 Eh/bohr
E_LUMO: -0.3 eV

---

Record 7
2 unconnected molecules or ions with the total composition C4H3IS2, computed with ωB97M-V with the def2-TZVPD basis set.

```
10
Properties=species:S:1:pos:R:3:forces:R:3
C -0.3082 0.1520 -0.1485 1.039 0.799 0.012
C 1.0313 0.4105 -0.5113 -1.432 2.443 3.051
C -0.8561 1.1487 0.5553 0.020 0.959 -0.354
C 1.4502 1.5596 0.0731 1.456 -0.662 -1.220
S 0.2071 2.4499 0.7526 0.537 1.366 1.171
S 4.5353 1.7120 -0.5878 -1.735 -0.546 0.623
I 5.1903 -0.4818 0.0215 -0.356 0.714 -0.187
H -0.8706 -0.6591 -0.4184 -1.067 -2.036 -0.848
H 1.5961 -0.0700 -1.1489 2.744 -2.941 -2.923
H -1.8763 1.3520 0.6864 -1.205 -0.096 0.675
```
Positions in Å, forces in eV/Å.

Properties
Largest force on an atom: 0.0967 Eh/bohr
E_LUMO (alpha / beta): -3.2 / -3.2 eV

---

Record 8
A molecular structure, C4H3LiLuO6, computed with ωB97M-V with the def2-TZVPD basis set.

```
15
Properties=species:S:1:pos:R:3:forces:R:3
O 3.8076 -0.3641 -1.4674 0.321 0.234 -0.067
C 2.8777 0.3180 -0.9739 -0.029 -0.158 -0.518
O 2.7906 1.5625 -1.0929 0.223 0.523 -0.020
O 1.9065 -0.3857 -0.3494 -0.270 -0.246 0.408
C 0.8476 0.2731 0.2590 -0.861 0.648 -2.089
O -1.3784 0.2269 0.9443 0.079 0.595 0.126
C -2.4378 -0.5651 1.3192 -0.623 -0.753 -2.866
C -0.3824 -0.2862 0.1450 1.240 -1.115 1.996
O -2.5979 -1.6674 0.7974 0.385 0.090 0.849
O -3.2873 0.0858 1.9915 -2.482 0.361 1.685
Li 4.4397 1.3562 -2.1658 -0.655 -0.467 0.530
Lu -5.7888 -0.3419 2.4391 2.644 0.242 -0.560
H 0.9748 1.3508 0.3698 0.186 -0.369 0.722
H -0.4915 -1.3356 -0.1355 -0.154 0.364 -0.153
H -1.2805 -0.2272 -2.0804 -0.002 0.049 -0.044
```
Positions in Å, forces in eV/Å.

Properties
ΔE to the lowest compared entry with this formula, charge and spin: 117.63 kJ/mol
Multiplicity: 2
Largest force on an atom: 0.0589 Eh/bohr
E_LUMO (alpha / beta): -0.6 / -0.6 eV

---

Record 9
A molecular structure, C4H3LuO, computed with ωB97M-V with the def2-TZVPD basis set.

```
9
Properties=species:S:1:pos:R:3:forces:R:3
C 1.5284 -1.6783 -1.7119 -1.180 0.525 -2.149
C 0.8992 -0.5606 -1.2020 2.014 -1.651 0.727
C 1.0699 -0.6736 0.0768 -1.711 1.353 0.090
C 0.7515 -0.2324 1.3305 1.907 0.852 0.955
O -0.2745 0.5200 1.5713 -1.873 0.169 -1.525
Lu -1.6899 1.4646 0.2727 0.968 -0.633 1.279
H 0.9408 -2.5618 -1.9778 0.237 -0.172 0.246
H 2.5444 -1.5959 -2.1076 0.085 -0.197 0.469
H 1.5048 -0.2963 2.1292 -0.446 -0.246 -0.091
```
Positions in Å, forces in eV/Å.

Properties
Charge: +2
ΔE to the lowest compared entry with this formula, charge and spin: 220.58 kJ/mol
Largest force on an atom: 0.0526 Eh/bohr
E_LUMO (alpha / beta): -10.7 / -9.8 eV

---

Record 10
A molecular structure, C4H3LuO6, computed with ωB97M-V with the def2-TZVPD basis set.

```
14
Properties=species:S:1:pos:R:3:forces:R:3
O -1.0722 -0.3191 0.2214 4.602 0.737 -3.226
C 0.0270 -0.2838 -0.3734 -5.140 -0.981 3.982
O 2.3299 -1.1199 -0.3140 0.471 0.311 -0.185
C 2.9877 -0.0089 -0.1175 -0.373 -0.397 0.117
C 1.0279 -1.2390 0.2842 0.656 -0.274 -0.071
O 2.5981 0.8771 0.7058 0.799 1.231 0.107
O 4.0655 0.1781 -0.7640 0.979 1.233 0.126
H 1.1028 -1.0753 1.3694 -0.216 0.150 -0.424
H 0.7249 -2.2787 0.0953 0.012 0.441 -0.051
Lu 4.4689 2.1850 0.1784 -1.701 -2.475 -0.347
O -4.7363 0.3958 0.4674 0.482 -0.302 0.303
C -3.8771 0.6005 -0.5220 -1.166 1.067 -1.285
O -4.0726 1.2319 -1.5227 0.645 -0.824 1.126
H -5.5743 0.8563 0.2917 -0.051 0.083 -0.173
```
Positions in Å, forces in eV/Å.

Properties
Charge: +1
ΔE to the lowest compared entry with this formula, charge and spin: 0.00 kJ/mol
Multiplicity: 2
Largest force on an atom: 0.1279 Eh/bohr
E_LUMO (alpha / beta): -6.2 / -5.0 eV

---

Record 11
A gas-phase ion, C4H3N2 (charge +1), computed with ωB97M-V with the def2-TZVPD basis set.

```
9
Properties=species:S:1:pos:R:3:forces:R:3
C -1.4868 -1.3718 1.4540 0.367 0.467 -1.500
C -1.4459 -0.8466 0.1568 0.616 2.167 0.322
C -0.2042 0.0708 -0.1440 -2.574 -2.092 -0.122
C 1.8007 1.1764 -0.8875 4.127 1.853 -1.182
N -1.4602 -1.8698 2.4964 -0.055 -0.316 0.733
N 0.7189 0.5616 -0.6510 -2.530 -2.057 2.076
H -2.4229 -0.5921 -0.3423 1.417 -0.430 0.082
H 1.6664 2.0117 -1.5625 0.437 0.256 0.095
H 2.8339 0.8597 -0.5199 -1.804 0.152 -0.503
```
Positions in Å, forces in eV/Å.

Properties
Charge: +1
ΔE to the lowest compared entry with this formula, charge and spin: 0.00 kJ/mol
Multiplicity: 3
Largest force on an atom: 0.0909 Eh/bohr
E_LUMO (alpha / beta): -5.1 / -8.5 eV

---

Record 12
2 unconnected molecules or ions with the total composition C4H3N2O2P, computed with ωB97M-V with the def2-TZVPD basis set.

```
12
Properties=species:S:1:pos:R:3:forces:R:3
C 1.7063 1.0843 0.3676 -0.070 -0.085 0.112
C 2.1006 -1.3937 1.0299 2.019 3.420 -3.735
C -1.7898 -0.0987 -0.1973 0.022 1.358 1.000
C -2.8263 0.7295 0.0519 -1.782 0.245 -0.460
N 0.9144 1.8398 0.7052 -0.196 0.545 0.153
N 1.7145 -2.0652 1.8370 -1.427 -2.678 3.044
O -0.8057 -0.5978 -0.6075 1.586 -1.512 -0.783
O 1.9128 -0.6456 -1.5509 0.552 -0.108 -0.439
P 2.7848 -0.2014 -0.2679 -1.308 -1.328 0.258
H 0.9526 -0.8244 -1.5695 0.317 0.274 0.691
H -3.6325 0.7646 -0.6873 -0.302 0.180 -0.107
H -3.0318 1.4085 0.8888 0.588 -0.312 0.268
```
Positions in Å, forces in eV/Å.

Properties
Multiplicity: 3
Largest force on an atom: 0.1060 Eh/bohr
E_LUMO (alpha / beta): -0.1 / -2.6 eV

---

largest force on an atom of number 10 (C4H3LuO6)?
0.1279 Eh/bohr